Density functional theory data (ωB97M-V with the def2-TZVPD basis set) for a 2-piece molecular cluster, NO4S2 overall in a non-equilibrium geometry.

Structure (ORCA input):
```
! wB97M-V def2-TZVPD RIJCOSX def2/J DEFGRID3
* xyz -1 1
N 0.66523 0.32640 2.38810
O -1.28306 0.77217 -2.91178
S -0.78764 -1.73400 -4.00274
O 0.89319 -0.11155 1.27182
O 1.51987 0.36831 3.22426
S -0.51055 -0.39287 -2.62193
O -0.49704 0.77154 2.65227
*
```

Results
E ... -31347.76278 eV
Frontier orbital gap ... 4.5 eV
ΔE to the lowest compared entry with this formula, charge and spin ... 3.692 eV

Density functional theory data (ωB97M-V with the def2-TZVPD basis set) for a 2-piece molecular cluster, NO5S overall in a non-equilibrium geometry.

Structure (ORCA input):
```
! wB97M-V def2-TZVPD RIJCOSX def2/J DEFGRID3
* xyz -1 1
O -0.86881 0.67445 -1.51723
O -1.60877 1.28114 2.01063
N 1.14357 -0.05477 0.11816
S -0.84464 -0.12657 -0.33829
O 1.53870 -0.18634 1.25079
O 1.73144 -0.05491 -0.90009
O -1.09149 -1.53299 -0.62397
*
```

Results
E ... -22556.05811 eV
Frontier orbital gap (alpha / beta) ... 5.7 / 8.3 eV
ΔE to the lowest compared entry with this formula, charge and spin ... 6.143 eV

Density functional theory data (ωB97M-V with the def2-TZVPD basis set) for a 2-piece molecular cluster, NO5S overall in a non-equilibrium geometry.

Structure (ORCA input):
```
! wB97M-V def2-TZVPD RIJCOSX def2/J DEFGRID3
* xyz -1 1
O 2.26761 0.92229 0.37292
O 2.04586 -1.08786 -0.33874
S -1.29509 0.07623 -0.00351
N 1.59700 0.01877 -0.01372
O -1.72974 1.36372 0.47190
O -1.55120 -1.09729 0.89158
O -1.33442 -0.19586 -1.38043
*
```

Results
E ... -22560.75906 eV
Frontier orbital gap (alpha / beta) ... 6.7 / 6.7 eV
ΔE to the lowest compared entry with this formula, charge and spin ... 1.442 eV

Density functional theory data (ωB97M-V with the def2-TZVPD basis set) for one molecule with the formula O2 in a non-equilibrium geometry.

Structure (ORCA input):
```
! wB97M-V def2-TZVPD RIJCOSX def2/J DEFGRID3
* xyz 0 1
O 0.44301 0.54062 -0.42503
O -0.44301 -0.54062 0.42503
*
```

Results
E ... -4086.26414 eV
Frontier orbital gap ... 7.6 eV
ΔE to the lowest compared entry with this formula, charge and spin ... 3.515 eV
SMILES ... O=O

Density functional theory data (ωB97M-V with the def2-TZVPD basis set) for a 2-piece molecular cluster, O3S2 overall in a non-equilibrium geometry.

Structure (ORCA input):
```
! wB97M-V def2-TZVPD RIJCOSX def2/J DEFGRID3
* xyz 0 3
S -1.17556 -0.28193 -0.29410
O -1.40275 -1.09137 0.85511
S 2.93979 -0.08043 0.14556
O -2.07385 0.86499 -0.42417
O 1.71238 0.58875 -0.28239
*
```

Results
E ... -27810.86377 eV
Frontier orbital gap (alpha / beta) ... 9.1 / 10.1 eV
⟨S²⟩ ... 2.008
ΔE to the lowest compared entry with this formula, charge and spin ... 0.000 eV

Density functional theory data (ωB97M-V with the def2-TZVPD basis set) for an isolated ion of composition O4P3 and charge -1 in a non-equilibrium geometry.

Structure (ORCA input):
```
! wB97M-V def2-TZVPD RIJCOSX def2/J DEFGRID3
* xyz -1 1
P 1.65829 -0.70996 -0.52217
O -0.24924 2.04601 0.48036
O 2.47165 -0.55942 0.61589
P -1.59301 -0.61346 -0.58831
O 0.01607 -1.09567 0.02071
P -0.01355 1.16242 -0.68017
O -2.29019 -0.22991 0.67368
*
```

Results
E ... -36059.11329 eV
Frontier orbital gap ... 6.4 eV
ΔE to the lowest compared entry with this formula, charge and spin ... 2.038 eV
SMILES ... O=P1=P([O-])=P(=O)O1

Density functional theory data (ωB97M-V with the def2-TZVPD basis set) for a 2-piece molecular cluster, O4PS overall in a non-equilibrium geometry.

Structure (ORCA input):
```
! wB97M-V def2-TZVPD RIJCOSX def2/J DEFGRID3
* xyz -1 1
S 1.94263 -1.68754 -0.67531
O 0.78697 -0.64394 -0.57504
O -1.22933 1.64977 1.20983
O 2.97061 -2.58522 0.34919
O -2.87152 1.29242 -0.05778
P -1.59935 1.97451 -0.25090
*
```

Results
E ... -28312.06748 eV
Frontier orbital gap (alpha / beta) ... 3.2 / 3.2 eV
ΔE to the lowest compared entry with this formula, charge and spin ... 5.027 eV

Density functional theory data (ωB97M-V with the def2-TZVPD basis set) for O4PSn as an isolated structure in a non-equilibrium geometry.

Structure (ORCA input):
```
! wB97M-V def2-TZVPD RIJCOSX def2/J DEFGRID3
* xyz -1 1
O 1.23647 -0.18496 0.95949
O 0.09990 0.83390 -1.02885
P -0.05773 0.38996 0.44021
Sn 0.50812 -1.85615 -1.90917
O -0.67429 1.55540 1.28180
O -1.11247 -0.73815 0.25652
*
```

Results
E ... -23309.67776 eV
Frontier orbital gap ... 4.7 eV
ΔE to the lowest compared entry with this formula, charge and spin ... 3.488 eV

Density functional theory data (ωB97M-V with the def2-TZVPD basis set) for O5S2 as an isolated structure in a non-equilibrium geometry.

Structure (ORCA input):
```
! wB97M-V def2-TZVPD RIJCOSX def2/J DEFGRID3
* xyz -2 1
S 0.93246 0.00234 -0.07981
O 1.27573 1.28044 0.54936
O -2.19237 1.63532 0.18462
O 1.42698 -0.08044 -1.47409
O 1.37502 -1.15129 0.72316
O -1.59688 -1.38786 0.52423
S -1.22094 -0.29851 -0.42747
*
```

Results
E ... -31903.98940 eV
Frontier orbital gap (alpha / beta) ... 6.8 / 6.4 eV
ΔE to the lowest compared entry with this formula, charge and spin ... 3.382 eV

Density functional theory data (ωB97M-V with the def2-TZVPD basis set) for P4S2 as an isolated structure in a non-equilibrium geometry.

Structure (ORCA input):
```
! wB97M-V def2-TZVPD RIJCOSX def2/J DEFGRID3
* xyz 0 1
S 2.38126 -0.74901 -0.73253
P -0.21999 0.30668 1.29175
P -0.70704 1.38267 -0.48405
P -1.85138 -0.33309 -0.88743
S -1.23121 -1.47867 0.73260
P 1.62836 0.87144 0.07966
*
```

Results
E ... -58825.18196 eV
Frontier orbital gap (alpha / beta) ... 6.0 / 6.0 eV
ΔE to the lowest compared entry with this formula, charge and spin ... 0.440 eV

Density functional theory data (ωB97M-V with the def2-TZVPD basis set) for a 2-piece molecular cluster, S2 overall in a non-equilibrium geometry.

Structure (ORCA input):
```
! wB97M-V def2-TZVPD RIJCOSX def2/J DEFGRID3
* xyz -1 2
S -0.38736 -1.33450 1.09748
S 0.38736 1.33450 -1.09748
*
```

Results
E ... -21666.69219 eV
Frontier orbital gap (alpha / beta) ... 5.5 / 4.1 eV
⟨S²⟩ ... 0.760
ΔE to the lowest compared entry with this formula, charge and spin ... 4.772 eV

Density functional theory data (ωB97M-V with the def2-TZVPD basis set) for one molecule with the formula S2 in a non-equilibrium geometry.

Structure (ORCA input):
```
! wB97M-V def2-TZVPD RIJCOSX def2/J DEFGRID3
* xyz 0 1
S 0.00000 0.00000 -1.04692
S 0.00000 0.00000 1.04692
*
```

Results
E ... -21668.44014 eV
Frontier orbital gap ... 5.7 eV
ΔE to the lowest compared entry with this formula, charge and spin ... 0.557 eV

Question: What is the ΔE to the lowest compared entry with this formula, charge and spin in the ninth record?
Answer: 3.382 eV

Question: What is the E in the fifth record?
Answer: -27810.86377 eV